(1)
Density functional theory data (ωB97M-V/def2-TZVPD) for C2H4FeLiO2 as an isolated structure.

Summary:
HOMO-LUMO gap (alpha / beta) = 7.82 / 7.28 eV
⟨S²⟩ = 6.012
Charge = +1
DFT total energy = -40818.728 eV
2S+1 = 5
Relative energy (zero: lowest compared OMol25 entry of this formula, charge and spin) = 0.529 eV
Strongest force on any atom = 0.0356 hartree/bohr

Structure (XYZ):
```
10
C2H4FeLiO2 | the Open Molecules 2025 dataset | ωB97M-V/def2-TZVPD
H -2.78 0.16 -1.71
H 2.12 -0.08 0.84
Li 1.08 -2.33 1.64
C 1.08 0.08 0.53
O 0.19 -0.84 0.97
H 1.47 1.65 -0.81
O -2.19 -0.56 -1.48
H -0.23 1.68 0.00
C 0.76 1.22 -0.11
Fe -1.50 -0.98 0.12
```

---

(2)
Density functional theory data (ωB97M-V/def2-TZVPD) for one molecule with the formula C4H8O.

Summary:
HOMO-LUMO gap = 10.70 eV
Charge = 0
DFT total energy = -6324.458 eV
SMILES = CC(C)C=O
Relative energy (zero: lowest compared OMol25 entry of this formula, charge and spin) = 0.709 eV
Strongest force on any atom = 0.0781 hartree/bohr

Structure (XYZ):
```
13
C4H8O | the Open Molecules 2025 dataset | ωB97M-V/def2-TZVPD
C -0.22 1.40 0.08
H -1.14 -1.89 -0.14
H 1.32 -0.72 1.32
O -2.42 -0.27 0.17
C -1.32 -0.80 -0.09
H -1.20 1.69 -0.36
C 0.00 0.01 -0.34
H 1.18 -1.79 -0.11
H 0.12 -0.02 -1.45
H 2.22 -0.39 -0.23
H 0.53 2.15 -0.29
H -0.29 1.38 1.23
C 1.23 -0.74 0.20
```

---

(3)
Density functional theory data (ωB97M-V/def2-TZVPD) for a 2-piece molecular cluster, C14H10N6O7 overall.

Summary:
HOMO-LUMO gap = 7.10 eV
Charge = 0
DFT total energy = -37941.192 eV
SMILES = O=[N+]([O-])c1cc([N+](=O)[O-])c2no[n+]([O-])c2c1.COc1ccc2[nH]cnc2c1
Relative energy (zero: lowest compared OMol25 entry of this formula, charge and spin) = 0.000 eV
Strongest force on any atom = 0.0578 hartree/bohr

Structure (XYZ):
```
37
C14H10N6O7 | the Open Molecules 2025 dataset | ωB97M-V/def2-TZVPD
N 2.59 0.06 4.01
H 0.58 1.93 -1.51
H -0.26 -3.92 -1.09
H -0.57 2.84 -0.48
C 0.15 -2.93 0.78
C 2.47 1.03 3.03
C -1.94 -2.69 -0.44
H 0.27 3.68 -1.83
C 1.71 -0.96 3.73
O 1.45 3.34 -0.22
C 3.13 2.22 2.83
N -2.44 -1.16 2.80
N 1.36 -3.69 0.98
O 2.00 -3.52 2.05
H 3.20 0.10 4.80
H 0.12 -2.30 2.88
H 3.26 3.93 1.51
C 2.78 2.97 1.73
O 1.72 -4.50 0.10
C -0.32 -2.14 1.87
C 1.76 2.53 0.83
N 1.04 -0.68 2.61
H 3.90 2.49 3.56
H 1.64 -1.84 4.35
N -3.81 -1.86 1.07
C -2.49 -1.92 0.69
O -2.19 -0.81 3.94
C -1.61 -1.61 1.75
C -0.64 -3.20 -0.36
C 1.09 1.29 1.04
O -2.28 -3.80 -2.44
N -2.77 -3.04 -1.57
O -3.92 -2.57 -1.67
O -3.78 -1.38 2.36
C 1.47 0.54 2.15
H 0.28 0.92 0.38
C 0.36 2.91 -1.06
```

---

(4)
Density functional theory data (ωB97M-V/def2-TZVPD) for a 2-piece molecular cluster, CH4NOS overall.

Summary:
HOMO-LUMO gap = 7.08 eV
Charge = -1
DFT total energy = -15475.829 eV
Relative energy (zero: lowest compared OMol25 entry of this formula, charge and spin) = 0.667 eV
Strongest force on any atom = 0.0508 hartree/bohr

Structure (XYZ):
```
8
CH4NOS | the Open Molecules 2025 dataset | ωB97M-V/def2-TZVPD
H 0.59 -0.14 0.14
H 0.75 2.49 -0.25
O -1.11 2.68 0.55
H -0.29 -2.59 0.32
N 0.17 0.71 0.77
H -0.74 0.46 1.27
S 0.50 -2.42 -0.80
C -0.11 2.02 0.24
```

---

(5)
Density functional theory data (ωB97M-V/def2-TZVPD) for one molecule with the formula C4H4FN.

Summary:
HOMO-LUMO gap = 10.76 eV
Charge = 0
DFT total energy = -8418.243 eV
SMILES = C/C(F)=C/C#N
Relative energy (zero: lowest compared OMol25 entry of this formula, charge and spin) = 1.554 eV
Strongest force on any atom = 0.0877 hartree/bohr

Structure (XYZ):
```
10
C4H4FN | the Open Molecules 2025 dataset | ωB97M-V/def2-TZVPD
H -0.87 -0.18 -1.17
H 0.45 -1.58 1.30
N -2.52 1.99 -1.54
C 1.03 -1.05 0.57
F 0.89 1.03 1.41
H 0.95 -1.64 -0.46
C -0.68 0.63 -0.41
H 2.05 -1.06 0.84
C 0.34 0.33 0.43
C -1.64 1.52 -0.98
```

---

(6)
Density functional theory data (ωB97M-V/def2-TZVPD) for C3H4HgO3 as an isolated structure.

Summary:
HOMO-LUMO gap (alpha / beta) = 6.53 / 6.26 eV
Charge = 0
DFT total energy = -13488.253 eV
Relative energy (zero: lowest compared OMol25 entry of this formula, charge and spin) = 2.103 eV
Strongest force on any atom = 0.1011 hartree/bohr

Structure (XYZ):
```
11
C3H4HgO3 | the Open Molecules 2025 dataset | ωB97M-V/def2-TZVPD
C 0.80 -1.43 -0.52
O -0.64 -1.50 -0.70
Hg 2.49 0.55 1.18
H 1.05 -2.14 0.28
H 3.34 0.50 -0.37
C 1.05 0.02 -0.20
O -2.37 -0.63 0.40
H 1.29 -1.76 -1.45
H 1.07 0.65 -1.10
O -0.37 0.38 0.41
C -1.22 -0.54 0.03
```

---

(7)
Density functional theory data (ωB97M-V/def2-TZVPD) for one molecule with the formula C5H8O2.

Summary:
HOMO-LUMO gap = 10.43 eV
Charge = 0
DFT total energy = -9408.497 eV
SMILES = O=C1CC[C@@H]1CO
Relative energy (zero: lowest compared OMol25 entry of this formula, charge and spin) = 1.335 eV
Strongest force on any atom = 0.0113 hartree/bohr

Structure (XYZ):
```
15
C5H8O2 | the Open Molecules 2025 dataset | ωB97M-V/def2-TZVPD
H 1.90 1.17 -0.34
H -0.81 1.64 1.14
C 0.14 -0.34 0.69
H 1.22 -0.99 -1.09
H -1.47 0.44 -1.60
C 1.45 -0.68 -0.06
H 0.19 1.67 -0.31
H 0.24 -0.53 1.76
O -1.43 -2.14 -0.11
H -2.62 0.56 -0.25
C -0.47 1.03 0.30
C -1.06 -1.00 0.01
C -1.59 0.34 -0.52
H 1.94 -1.53 0.43
O 2.37 0.38 -0.04
```

---

(8)
Density functional theory data (ωB97M-V/def2-TZVPD) for a 2-piece molecular cluster, C6H7NO overall.

Summary:
HOMO-LUMO gap = 8.61 eV
Charge = 0
DFT total energy = -9868.198 eV
Relative energy (zero: lowest compared OMol25 entry of this formula, charge and spin) = 4.459 eV
Strongest force on any atom = 0.1186 hartree/bohr

Structure (XYZ):
```
15
C6H7NO | the Open Molecules 2025 dataset | ωB97M-V/def2-TZVPD
H -0.08 -2.60 -0.39
H -0.43 2.38 0.12
H 0.05 0.56 3.37
H 1.00 -1.38 2.07
H 0.00 1.33 -1.93
C -0.10 -1.57 -0.25
C -0.44 1.32 -0.01
C -0.24 0.66 -1.14
H -0.82 2.12 2.64
C 0.08 -0.88 1.03
C 0.06 -0.77 -1.48
C 0.01 1.45 2.48
O 0.59 -1.14 -2.56
H 1.10 1.86 2.66
N -0.25 0.51 1.17
```

---

(9)
Density functional theory data (ωB97M-V/def2-TZVPD) for C40H35F12N3O6STi as an isolated structure.

Summary:
HOMO-LUMO gap (alpha / beta) = 3.90 / 5.95 eV
⟨S²⟩ = 2.021
Charge = -2
DFT total energy = -125370.319 eV
2S+1 = 3
Relative energy (zero: lowest compared OMol25 entry of this formula, charge and spin) = 0.135 eV
Strongest force on any atom = 0.0174 hartree/bohr

Structure (XYZ):
```
98
C40H35F12N3O6STi | the Open Molecules 2025 dataset | ωB97M-V/def2-TZVPD
C -3.16 -2.25 1.39
H -0.93 4.82 -3.72
N -0.37 -0.72 -1.45
C 3.45 1.02 2.80
C -1.56 -2.49 -3.32
C -1.11 -0.23 -2.53
C -1.13 0.72 3.65
H 2.55 3.11 -1.94
C -3.73 -1.47 0.22
C 0.13 4.61 -3.77
C 0.89 5.04 -4.84
H 4.02 -3.70 2.21
O -1.91 -2.78 1.04
F 4.05 -0.85 -3.69
C 5.10 -4.37 -0.22
H -3.46 -1.96 -0.72
F -0.70 -0.56 3.61
C 3.96 -2.20 -0.80
C 3.08 5.28 -6.05
H 4.13 4.99 -5.94
H -2.02 -3.16 -4.04
C -1.72 -1.09 -3.48
H -0.97 -2.70 2.89
C 2.86 -0.65 -3.05
H -3.85 -3.07 1.64
C -0.36 1.56 2.59
C 1.47 2.34 4.12
C 0.74 3.91 -2.73
F -2.46 0.69 3.39
H -1.93 -4.17 2.58
H 2.68 -1.72 2.76
S -0.26 3.35 -1.36
C 3.81 -2.97 1.44
H 3.91 3.90 -3.85
H -3.11 1.29 -5.50
C 2.85 4.11 -3.83
C 3.05 -1.86 1.75
C -0.99 3.02 2.57
H 5.33 -4.97 0.66
C 3.02 0.00 -1.61
H 2.35 3.07 6.65
H 4.78 1.80 4.26
C 2.14 0.90 2.28
H 0.43 -2.41 -0.57
F -1.59 3.34 3.75
H 4.58 -5.02 -0.93
H -0.39 -3.91 1.73
H 3.03 4.33 5.63
H 3.04 6.37 -6.14
C -0.76 -2.95 -2.27
N 1.89 0.17 1.15
C 1.12 1.61 2.99
C 3.75 1.75 3.93
F -1.00 1.11 4.94
H -4.99 0.72 -0.51
H -4.84 -1.48 0.31
F -0.09 3.98 2.35
C 2.10 3.66 -2.75
F 4.42 1.58 -0.51
H 4.25 0.52 2.26
C 4.28 -3.17 0.14
C -1.28 1.17 -2.66
O -1.30 4.35 -1.26
C -3.91 0.65 -0.71
O 0.66 3.20 -0.22
H 0.41 5.58 -5.65
C 4.35 0.82 -1.62
C -2.44 -0.50 -4.55
H -2.10 2.79 -3.79
C 2.72 -0.87 0.80
N -0.73 1.89 -1.60
F 5.49 0.08 -1.65
H 4.06 3.04 6.23
H 6.05 -4.09 -0.69
C -1.98 1.72 -3.73
C 2.76 2.43 4.62
Ti 0.41 0.84 -0.24
H 2.72 4.86 -6.99
H -0.57 -4.01 -2.13
C -0.20 -2.06 -1.39
C -2.56 0.87 -4.67
H 4.35 -2.33 -1.80
F 4.42 1.67 -2.67
C 3.19 -1.07 -0.52
C 3.06 3.26 5.84
F 2.13 0.13 -3.85
F -1.93 3.12 1.64
C -1.28 -3.41 2.12
H -3.08 -1.58 2.25
O -3.27 -0.15 0.25
H -3.47 1.65 -0.66
C 2.26 4.80 -4.88
O 2.02 0.89 -1.45
H 0.68 2.88 4.64
H -3.77 0.26 -1.73
F 2.26 -1.86 -3.03
H -2.90 -1.16 -5.28
O -0.61 0.94 1.42
```

---

(10)
Density functional theory data (ωB97M-V/def2-TZVPD) for C3H6KS2 as an isolated structure.

Summary:
HOMO-LUMO gap = 7.81 eV
Charge = +1
DFT total energy = -41198.511 eV
Relative energy (zero: lowest compared OMol25 entry of this formula, charge and spin) = 0.061 eV
Strongest force on any atom = 0.0159 hartree/bohr

Structure (XYZ):
```
12
C3H6KS2 | the Open Molecules 2025 dataset | ωB97M-V/def2-TZVPD
S 0.84 -1.08 -0.78
C -0.83 -0.56 -1.23
H 0.75 1.39 0.92
C -0.03 0.62 1.10
H -0.46 0.80 2.10
C 0.55 -0.77 0.97
H -0.82 -0.21 -2.28
H 1.52 -0.87 1.50
H -0.13 -1.54 1.39
K 1.53 2.81 -2.43
H -1.54 -1.40 -1.16
S -1.37 0.80 -0.13
```

---

(11)
Density functional theory data (ωB97M-V/def2-TZVPD) for a 3-piece molecular cluster, C20H37F3O11P2 overall.

Summary:
HOMO-LUMO gap = 7.98 eV
Charge = 0
DFT total energy = -70588.127 eV
SMILES = CCCC1=C(C(F)(F)F)C(=O)OC1=O.CCOP(=O)(OCC)OCC.CCOP(=O)(OCC)OCC
Strongest force on any atom = 0.1767 hartree/bohr

Structure (XYZ):
```
73
C20H37F3O11P2 | the Open Molecules 2025 dataset | ωB97M-V/def2-TZVPD
H -0.31 1.71 5.08
C -7.67 -4.33 -0.14
H -5.64 -1.81 -1.49
H -0.59 1.94 2.02
H -5.55 -2.41 1.63
H 0.94 3.69 -2.07
O 3.33 1.69 -4.74
O 1.69 -1.23 3.03
C 5.34 -0.67 -4.40
C 4.38 3.86 -4.50
H 2.25 3.48 -4.77
H -3.40 -0.84 1.08
H 0.82 -2.85 2.09
H -3.17 -2.47 1.87
H 4.56 0.25 4.02
H 5.33 3.47 -4.88
H 4.43 3.80 -3.41
H -2.78 -2.33 0.09
H 5.85 0.15 -4.91
C -3.50 -1.96 0.89
C 2.96 -2.87 1.78
F -6.99 -4.91 0.94
H 3.87 -2.54 2.29
O 2.46 2.50 -2.72
C 2.00 2.88 -0.39
C 5.07 -0.33 -2.95
P 1.33 -0.09 1.88
C -8.10 -2.82 0.14
C 3.63 1.38 2.44
H 2.70 3.72 -0.35
C -9.56 -2.45 0.65
H 4.30 4.92 -4.77
C 1.42 2.74 -1.78
H 3.01 0.93 4.48
P 2.80 0.97 -3.28
H 4.41 -0.86 -4.94
O -8.49 0.71 0.16
H 3.06 2.29 2.27
C -0.87 1.56 4.15
H 6.02 -0.24 -2.42
O -9.40 -1.16 1.30
H 2.91 -2.34 0.83
C -8.42 -0.49 0.46
O -0.18 -0.36 1.85
H 0.64 1.98 -1.83
H 3.04 -3.94 1.57
C -7.36 -1.60 0.03
H 5.96 -1.57 -4.48
O 3.01 0.25 1.84
C -0.03 1.99 2.96
O 2.24 0.28 -2.03
H -5.05 -3.54 0.26
H 1.76 -3.19 3.53
O 4.40 0.91 -2.83
O -10.64 -3.04 0.61
H -5.52 -0.38 -0.25
H 4.50 -1.12 -2.46
H 0.27 3.03 3.09
F -8.85 -5.10 -0.38
C 3.22 3.07 -5.07
H 4.42 1.99 4.35
H 1.21 3.05 0.35
H 2.56 1.99 -0.10
O 1.16 1.21 2.90
C 3.92 1.13 3.91
H -1.80 2.13 4.19
H 3.25 3.14 -6.16
F -6.94 -4.40 -1.37
H 4.58 1.52 1.91
H -1.11 0.50 4.10
C -5.00 -2.46 0.62
C 1.73 -2.59 2.63
C -5.82 -1.48 -0.40
```

---

(12)
Density functional theory data (ωB97M-V/def2-TZVPD) for one molecule with the formula C4H6N2O.

Summary:
HOMO-LUMO gap = 9.10 eV
Charge = 0
DFT total energy = -9268.963 eV
Relative energy (zero: lowest compared OMol25 entry of this formula, charge and spin) = 4.539 eV
Strongest force on any atom = 0.0973 hartree/bohr

Structure (XYZ):
```
13
C4H6N2O | the Open Molecules 2025 dataset | ωB97M-V/def2-TZVPD
O -1.13 1.07 -0.20
N 1.28 0.91 0.06
H 0.10 2.08 1.04
H 0.37 2.39 -0.82
C 1.55 -0.27 0.01
C 0.03 1.71 0.05
H 2.62 -1.92 0.86
H -3.27 -0.30 -0.55
H -2.65 -1.61 0.33
N -2.44 -0.68 -0.01
H 2.51 -1.80 -1.00
C -1.22 -0.20 0.28
C 2.25 -1.36 -0.05
```

---

(13)
Density functional theory data (ωB97M-V/def2-TZVPD) for C4H4ClNOS as an isolated structure.

Summary:
HOMO-LUMO gap = 8.44 eV
Charge = 0
DFT total energy = -31105.733 eV
Relative energy (zero: lowest compared OMol25 entry of this formula, charge and spin) = 1.976 eV
Strongest force on any atom = 0.0966 hartree/bohr

Structure (XYZ):
```
12
C4H4ClNOS | the Open Molecules 2025 dataset | ωB97M-V/def2-TZVPD
C 0.73 2.24 -0.27
C -0.08 -0.14 -0.58
Cl 0.55 3.39 -1.46
H -1.12 -0.10 -0.62
H 0.21 -1.10 -0.19
N 0.61 0.86 1.58
C 0.39 1.05 0.24
H 0.29 -0.23 -1.56
O 1.07 1.63 3.71
S 1.20 3.39 1.80
C 0.92 1.83 2.53
H 0.88 -0.21 1.84
```

---

(14)
Density functional theory data (ωB97M-V/def2-TZVPD) for C23H60Cu2O23S7 as an isolated structure.

Summary:
HOMO-LUMO gap (alpha / beta) = 7.32 / 4.36 eV
⟨S²⟩ = 2.018
Charge = +2
DFT total energy = -237015.392 eV
2S+1 = 3
Relative energy (zero: lowest compared OMol25 entry of this formula, charge and spin) = 0.000 eV
Strongest force on any atom = 0.0933 hartree/bohr

Structure (XYZ):
```
115
C23H60Cu2O23S7 | the Open Molecules 2025 dataset | ωB97M-V/def2-TZVPD
H -1.39 -3.40 -0.70
H 2.50 -4.52 -1.71
H 2.36 -5.54 -5.08
S 0.23 3.63 -1.05
C -1.53 -2.72 4.14
H 2.32 -2.75 -1.40
H -3.76 -1.24 -6.71
O 0.93 2.57 -0.35
H 0.28 -0.70 0.31
H -1.60 0.51 -1.16
C 1.70 -5.83 -4.27
O 2.57 -2.94 -4.29
C 6.49 4.08 3.94
H -2.03 -0.45 -4.82
H -1.92 -4.00 -2.54
O 2.14 -1.64 0.86
C -1.53 -0.23 -1.96
H 2.67 5.96 3.07
S 1.38 -3.32 -3.50
O -1.77 4.34 5.09
C -3.77 -0.51 2.96
H 0.88 5.46 -2.36
H 3.33 2.31 1.41
H -0.24 0.33 2.43
H 2.39 4.56 -1.59
H -4.28 -0.53 0.92
H -2.73 3.03 2.52
O -0.98 3.34 -1.82
O -4.13 0.23 -2.74
C -3.83 -4.86 -3.46
H 5.77 4.74 4.41
O -2.89 -1.85 -3.56
H -1.32 5.82 -1.41
C -4.02 -1.17 -5.65
H 7.37 4.73 3.82
H -0.90 -2.50 3.28
H 1.80 3.44 3.23
H 2.19 -6.15 -3.35
C 1.44 4.55 -2.12
C -2.72 -1.28 -4.85
C 0.83 -1.12 1.15
H -4.65 -2.05 -5.51
O -0.08 4.87 -0.01
H 6.88 3.31 4.60
H 1.57 3.98 -3.04
O -0.72 -6.25 -0.91
H -2.54 -0.57 1.19
H -2.17 -2.09 -5.32
S -1.86 -5.74 -0.21
H -3.97 -1.57 3.12
C 1.28 4.26 2.75
O -3.60 -1.71 -1.17
H -4.53 -4.25 -2.88
C -2.48 -4.93 -2.65
H 0.47 -6.85 -5.79
H -1.15 2.95 1.76
H -0.91 8.01 -0.68
C -3.47 -0.10 1.51
C 1.84 -3.66 -1.75
H -1.98 5.85 0.11
C -0.34 7.21 -0.22
H 4.33 2.51 -0.07
H -1.07 -3.30 4.93
C 0.96 -7.03 -4.83
H 5.36 4.13 2.07
H -2.42 -3.20 3.74
H -3.61 -4.35 -4.40
H -1.16 0.28 -2.85
S 5.36 1.00 1.66
O 0.27 -2.36 -3.39
H -1.89 -5.67 -3.19
H 1.32 0.89 1.95
S -2.00 -1.08 4.87
H -4.25 -5.83 -3.74
H -0.15 7.51 0.81
Cu 3.07 -1.81 2.88
H 0.28 -2.02 1.40
H 3.40 1.01 0.17
O 0.78 -4.78 -3.96
O -3.16 -1.29 5.73
O -0.83 -0.42 5.41
C -1.00 5.86 -0.37
H 0.29 -7.52 -4.14
C 6.11 3.49 2.53
H -2.35 -3.75 0.76
H -4.65 0.05 3.29
H -0.59 -4.08 0.82
C 2.22 5.41 2.25
H 0.95 -3.82 -1.15
O -2.49 -6.39 0.94
O 5.52 2.22 2.80
H -0.84 -1.07 -1.83
H 1.66 -7.85 -4.99
H 0.63 7.38 -0.69
Cu 0.98 0.93 5.35
O -0.33 2.40 4.33
C 0.79 0.00 2.30
H -3.39 0.96 1.24
H -4.52 -0.24 -5.38
S -3.26 -0.87 -2.31
H -1.86 4.61 2.15
H 0.77 3.85 1.88
C -1.78 3.55 2.42
H 1.49 6.05 1.74
C 3.95 1.81 0.67
H 3.02 5.09 1.58
O 6.65 0.90 0.95
S -0.95 3.69 4.06
O -2.52 -0.22 3.54
C -1.47 -4.03 0.18
O -2.97 -5.41 -1.36
O 0.28 4.78 3.57
O 1.53 -0.23 3.52
O 4.73 -0.17 2.23
H 7.00 3.35 1.91
```

---

(15)
Density functional theory data (ωB97M-V/def2-TZVPD) for a 3-piece molecular cluster, C3H12NO4 overall.

Summary:
HOMO-LUMO gap = 7.98 eV
Charge = -1
DFT total energy = -12986.212 eV
Relative energy (zero: lowest compared OMol25 entry of this formula, charge and spin) = 0.684 eV
Strongest force on any atom = 0.0485 hartree/bohr

Structure (XYZ):
```
20
C3H12NO4 | the Open Molecules 2025 dataset | ωB97M-V/def2-TZVPD
H -0.68 -1.50 -2.23
O -1.62 2.35 -1.88
H -1.61 3.30 -1.86
O 2.20 1.32 1.05
H -1.73 0.08 -0.41
H 1.20 -2.29 -0.47
H -1.08 -1.91 0.73
O -0.45 -2.16 -1.58
H -1.44 0.66 1.29
C -0.97 0.27 0.36
C -0.30 -1.14 0.64
H 0.92 -0.70 -1.21
H 0.20 -0.97 2.62
H 1.29 1.11 0.62
O -0.02 1.16 -0.14
H 1.51 -0.85 1.69
N 0.61 -1.30 1.76
H 2.51 2.22 0.92
C 0.46 -1.50 -0.63
H -1.01 1.87 -1.25
```